{
  "formula": "CH5NOSi",
  "method": "ωB97M-V with the def2-TZVPD basis set",
  "charge": 0,
  "multiplicity": 1,
  "largest_force_ha_per_bohr": 0.085,
  "smiles": "[SiH4].N=C=O",
  "relative_energy_kcal_mol": 23.91,
  "homo_energy_ev": -11.23,
  "species": ["Si", "H", "H", "H", "H", "N", "C", "O", "H"],
  "coordinates": [[2.0535, 0.1504, 1.3211], [2.2875, -0.6820, 0.2072], [0.8709, 0.6291, 1.7363], [2.7032, -0.7669, 2.2215], [3.1056, 1.1376, 0.9063], [-3.3919, -0.4658, -1.7422], [-2.4574, 0.2737, -1.5589], [-1.7263, 1.1314, -1.4062], [-3.4451, -1.4076, -1.6851]],
  "atomic_forces_ev_per_a": [[4.290, -0.358, -0.891], [-0.946, -0.895, -1.604], [-2.954, 1.079, 0.729], [0.110, -0.152, 1.182], [-0.510, 0.329, 0.576], [0.057, 2.877, -0.276], [-2.070, -1.517, -0.274], [2.111, 1.888, 0.362], [-0.087, -3.252, 0.196]]
}

***

{
  "formula": "C11H7N2O6Os",
  "method": "ωB97M-V with the def2-TZVPD basis set",
  "charge": 3,
  "multiplicity": 5,
  "largest_force_ha_per_bohr": 0.159,
  "relative_energy_kcal_mol": 14.89,
  "homo_energy_ev": [-16.31, -21.47],
  "species": ["O", "C", "Os", "C", "O", "C", "O", "C", "O", "C", "O", "H", "N", "C", "O", "C", "C", "C", "N", "C", "C", "H", "H", "H", "H", "H", "H"],
  "coordinates": [[1.8501, -2.9478, -3.1934], [1.4553, -1.9397, -2.8038], [-0.1793, 2.5187, -1.2687], [-1.7261, 3.0133, -0.1605], [-2.6443, 3.3288, 0.4727], [-0.2345, 4.2089, -2.1569], [-0.2638, 5.2374, -2.6959], [-1.0388, 1.4988, -2.5997], [-1.5675, 0.8909, -3.4436], [1.6639, 2.1489, -1.7846], [2.7508, 1.9525, -2.1426], [0.9677, -0.6410, -2.3399], [-0.6986, -3.5331, 2.7231], [0.2237, -2.5219, 2.8445], [1.0661, -2.5100, 3.7349], [0.0957, -1.3983, 1.8599], [-1.0350, -1.1776, 1.0650], [-1.0754, -0.0870, 0.1978], [-0.0529, 0.7883, 0.0966], [1.0406, 0.5978, 0.8661], [1.1353, -0.4633, 1.7576], [-0.5415, -4.3406, 3.3069], [-1.2116, -3.6821, 1.8674], [-1.9088, -1.8252, 1.1032], [-1.9504, 0.1002, -0.4339], [1.8463, 1.3308, 0.7626], [2.0328, -0.5478, 2.3652]],
  "atomic_forces_ev_per_a": [[-1.498, 3.984, 1.444], [1.718, -4.536, -1.745], [1.595, -0.468, 3.372], [-5.429, 1.896, 3.086], [3.712, -1.280, -2.427], [0.094, 6.562, -2.897], [0.050, -4.336, 2.145], [-3.526, -4.502, -5.824], [1.847, 2.378, 3.070], [5.483, -1.178, -2.484], [-3.901, 0.850, 1.468], [-0.200, 0.673, 0.208], [2.410, 1.579, 0.835], [-4.054, -1.896, -2.157], [1.138, 0.080, 1.017], [0.646, 1.712, -0.510], [-0.223, -0.354, 0.057], [0.068, -0.069, 0.150], [0.183, -0.223, 0.509], [-0.137, 0.106, -0.097], [0.192, -0.240, 0.184], [-0.257, -0.448, 0.326], [0.044, 0.049, -0.190], [0.089, 0.220, -0.012], [0.279, -0.214, 0.371], [-0.251, -0.361, 0.207], [-0.071, 0.015, -0.108]]
}

***

{
  "formula": "C10H11NOP",
  "method": "ωB97M-V with the def2-TZVPD basis set",
  "charge": 1,
  "multiplicity": 1,
  "largest_force_ha_per_bohr": 0.082,
  "relative_energy_kcal_mol": 98.97,
  "homo_energy_ev": -13.12,
  "species": ["C", "C", "C", "C", "C", "C", "C", "C", "C", "C", "N", "O", "P", "H", "H", "H", "H", "H", "H", "H", "H", "H", "H", "H"],
  "coordinates": [[2.0934, -0.0529, -2.2741], [2.0268, -0.5636, -1.0151], [1.4571, 1.1473, -2.5919], [0.9837, -0.1660, -0.0663], [0.5462, 1.6799, -1.7067], [0.2567, 1.1266, -0.4667], [-0.6516, 1.7371, 0.4270], [-1.1063, 1.2382, 1.5938], [-0.2944, -1.3451, 0.0809], [-0.8783, -0.1524, 2.1159], [-1.0360, -1.2587, 1.2310], [-0.4790, -2.1858, -0.7178], [-2.1954, -2.5526, 1.7480], [2.8627, -0.6175, -2.8045], [2.7558, -1.3357, -0.7223], [1.5529, 1.7781, -3.4127], [1.1428, -0.0761, 1.0012], [0.0687, 2.7321, -2.0264], [-0.8801, 2.6771, 0.2042], [-1.6816, 1.8025, 2.2954], [0.2204, 0.1029, 2.4721], [-1.5409, -0.1900, 2.9079], [-1.9013, -3.4445, 0.7442], [-3.3225, -2.0810, 0.9828]],
  "atomic_forces_ev_per_a": [[1.926, -1.399, 0.768], [-0.554, -0.623, 0.876], [-1.440, -0.343, 1.638], [-2.283, 1.302, -0.704], [-1.178, 3.078, -0.433], [0.791, -2.292, -0.151], [0.364, -2.784, 1.739], [0.043, -0.925, -1.048], [-0.226, 0.440, 0.903], [2.613, 2.345, -1.028], [0.793, 0.237, -0.177], [0.602, -0.592, -1.616], [-0.387, 1.121, -0.044], [-0.331, 0.960, -0.870], [-0.673, 0.235, -0.167], [0.856, 0.221, -1.896], [1.096, -0.271, 0.166], [0.969, -2.605, 0.998], [-1.150, 3.915, -0.983], [-0.216, 0.850, -0.015], [-1.562, -1.374, 0.212], [-0.848, -0.922, 1.954], [0.449, -0.515, -0.464], [0.348, -0.056, 0.343]]
}

***

{
  "formula": "C23H19IrN3OS",
  "method": "ωB97M-V with the def2-TZVPD basis set",
  "charge": -1,
  "multiplicity": 1,
  "largest_force_ha_per_bohr": 0.012,
  "relative_energy_kcal_mol": 27.99,
  "homo_energy_ev": -3.07,
  "species": ["Ir", "N", "C", "C", "C", "C", "C", "C", "C", "C", "C", "C", "C", "C", "H", "H", "H", "H", "H", "H", "H", "H", "H", "H", "O", "N", "C", "C", "C", "C", "C", "S", "H", "H", "H", "H", "N", "C", "C", "C", "C", "C", "C", "H", "H", "H", "H", "H"],
  "coordinates": [[-0.4157, -1.0642, 0.1076], [0.1897, -0.1330, -2.6506], [1.4332, 0.3373, -2.2456], [2.5886, -0.1452, -2.8596], [3.8442, 0.2539, -2.4278], [3.9650, 1.1540, -1.3833], [2.8126, 1.6446, -0.7779], [1.5454, 1.2511, -1.1812], [0.3374, 1.8142, -0.5069], [0.1808, 3.2013, -0.4987], [-0.9045, 3.7951, 0.1266], [-1.8446, 2.9846, 0.7468], [-1.6860, 1.6058, 0.7412], [-0.5947, 0.9687, 0.1270], [-0.6065, 0.4629, -2.4925], [0.1811, -0.6609, -3.5058], [2.4960, -0.8538, -3.6762], [4.7282, -0.1454, -2.9111], [4.9410, 1.4637, -1.0315], [2.8880, 2.3299, 0.0590], [0.9241, 3.8169, -0.9964], [-1.0129, 4.8737, 0.1286], [-2.6999, 3.4294, 1.2456], [-2.4296, 0.9971, 1.2451], [-2.1937, -1.1894, -0.8808], [-2.7200, -2.4099, -1.0990], [-3.9694, -2.4158, -1.6095], [-4.6187, -3.5793, -1.8971], [-3.9521, -4.7902, -1.6439], [-2.6967, -4.7659, -1.1199], [-2.0265, -3.5470, -0.8139], [-0.4726, -3.4816, -0.1476], [-4.3788, -1.4279, -1.7577], [-5.6185, -3.5479, -2.3038], [-4.4339, -5.7359, -1.8579], [-2.1579, -5.6783, -0.9072], [0.8108, -1.0467, 1.4453], [1.1432, -0.1217, 2.3813], [2.4766, 0.3273, 2.4958], [2.8475, 1.2091, 3.4942], [1.9262, 1.6767, 4.4278], [0.6079, 1.2430, 4.3192], [0.2145, 0.3737, 3.3173], [3.1998, -0.0332, 1.7733], [3.8805, 1.5385, 3.5442], [2.2233, 2.3640, 5.2094], [-0.1360, 1.6031, 5.0222], [-0.8161, 0.0536, 3.2261]],
  "atomic_forces_ev_per_a": [[0.143, 0.346, 0.283], [0.162, 0.062, -0.126], [0.026, -0.042, 0.009], [-0.008, 0.008, 0.049], [-0.005, -0.033, -0.039], [-0.011, 0.059, 0.067], [0.095, 0.017, -0.002], [-0.162, 0.030, -0.021], [0.085, -0.062, -0.025], [-0.008, 0.072, 0.005], [0.078, 0.041, -0.042], [-0.039, -0.073, 0.033], [0.002, 0.054, -0.058], [-0.060, -0.116, -0.053], [-0.022, -0.032, 0.066], [-0.093, 0.065, -0.044], [-0.011, -0.003, 0.002], [-0.005, -0.003, -0.005], [0.000, 0.004, 0.002], [0.002, -0.007, -0.013], [-0.012, -0.002, 0.009], [-0.001, -0.008, 0.001], [0.003, -0.008, -0.004], [0.009, -0.024, -0.011], [-0.050, -0.029, 0.050], [0.081, 0.026, -0.003], [-0.134, -0.063, -0.063], [-0.056, 0.123, -0.021], [-0.058, -0.048, -0.025], [0.161, 0.085, 0.068], [0.055, -0.242, -0.005], [-0.027, 0.068, 0.018], [0.011, 0.001, 0.002], [0.007, 0.012, 0.001], [0.001, 0.009, 0.000], [0.025, 0.019, 0.012], [-0.323, -0.499, 0.049], [0.162, 0.307, -0.171], [0.011, -0.048, -0.027], [0.029, 0.022, -0.013], [-0.056, -0.059, -0.076], [0.016, 0.000, 0.015], [-0.036, -0.062, 0.062], [-0.003, 0.011, 0.030], [-0.005, 0.003, 0.006], [0.007, 0.005, 0.001], [-0.001, 0.001, -0.002], [0.014, 0.015, 0.010]]
}

***

{
  "formula": "C36H50AuBrF4N3PSSbSi3",
  "method": "ωB97M-V with the def2-TZVPD basis set",
  "charge": 3,
  "multiplicity": 1,
  "largest_force_ha_per_bohr": 0.010,
  "relative_energy_kcal_mol": 23.29,
  "homo_energy_ev": [-14.63, -14.63],
  "species": ["Au", "F", "C", "C", "F", "C", "F", "C", "P", "C", "C", "C", "C", "C", "C", "C", "C", "C", "C", "C", "C", "C", "Br", "C", "F", "H", "H", "H", "H", "H", "H", "H", "H", "H", "H", "C", "C", "C", "C", "N", "C", "C", "H", "H", "H", "H", "H", "H", "H", "S", "C", "N", "C", "C", "N", "H", "H", "H", "H", "H", "H", "C", "Si", "C", "C", "Sb", "Si", "C", "C", "C", "Si", "C", "C", "C", "H", "H", "H", "H", "H", "H", "H", "H", "H", "H", "H", "H", "H", "H", "H", "H", "H", "H", "H", "H", "H", "H", "H", "H", "H", "H", "H"],
  "coordinates": [[0.1970, -0.8425, -0.2683], [-2.4073, -6.5066, 3.2001], [-1.9335, -5.3067, 2.9548], [-1.0671, -4.6966, 3.8429], [-0.6933, -5.3162, 4.9419], [-0.5964, -3.4174, 3.5659], [0.1954, -2.8693, 4.4819], [-0.9291, -2.7304, 2.4028], [-0.0355, -1.1832, 2.0017], [-0.8710, 0.1043, 2.9478], [-1.8702, 0.8375, 2.3056], [-2.5580, 1.8226, 2.9962], [-2.2539, 2.0803, 4.3279], [-1.2674, 1.3441, 4.9699], [-0.5762, 0.3549, 4.2865], [1.6412, -1.4311, 2.6281], [2.2536, -2.6738, 2.4681], [3.5624, -2.8565, 2.8776], [4.2696, -1.7994, 3.4401], [3.6744, -0.5543, 3.5631], [2.3645, -0.3641, 3.1467], [-1.8862, -3.3321, 1.5770], [-2.8323, -2.4069, 0.2134], [-2.3548, -4.6070, 1.8267], [-3.2659, -5.1736, 1.0476], [-2.0870, 0.6475, 1.2603], [-3.3179, 2.4097, 2.4939], [-2.7802, 2.8574, 4.8656], [-1.0316, 1.5424, 6.0067], [0.1887, -0.2146, 4.7977], [1.7139, -3.5083, 2.0343], [4.0271, -3.8283, 2.7740], [5.2830, -1.9520, 3.7867], [4.2276, 0.2735, 3.9854], [1.9206, 0.6183, 3.2352], [1.0197, -1.9397, -6.5046], [0.8183, -1.5768, -5.0704], [1.8013, -0.9113, -4.3401], [1.5937, -0.5895, -3.0163], [0.4397, -0.8827, -2.3852], [-0.5269, -1.5126, -3.0831], [-0.3679, -1.8781, -4.3987], [2.0598, -2.1903, -6.7049], [0.7611, -1.0881, -7.1391], [0.3892, -2.7762, -6.7975], [2.7526, -0.6639, -4.7929], [2.3568, -0.1163, -2.4100], [-1.4328, -1.7487, -2.5409], [-1.1654, -2.4119, -4.8982], [3.3418, 0.1933, -0.1452], [4.9427, -0.3109, -0.3848], [5.3798, -1.5687, -0.3033], [6.8202, -1.6952, -0.5208], [7.2476, -0.2269, -0.7555], [5.9738, 0.4866, -0.6671], [4.7598, -2.3224, -0.0675], [7.0293, -2.3263, -1.3831], [7.3083, -2.1265, 0.3518], [7.7051, -0.0843, -1.7328], [7.9412, 0.1233, 0.0075], [5.8677, 1.4838, -0.7167], [-6.2844, -0.7516, -0.0730], [-6.4990, -0.5182, 1.7245], [-7.2296, 1.0402, 2.3174], [-5.9803, -1.8125, 2.8943], [-0.7568, 1.8975, -1.4123], [1.0040, 3.4744, -0.2780], [-0.0447, 5.0105, -0.1224], [1.3464, 2.6534, 1.3504], [2.4858, 3.6617, -1.3766], [-1.0529, 2.6420, -3.9075], [-1.9985, 4.2212, -3.5964], [-2.1002, 1.3433, -4.7238], [0.6035, 2.8565, -4.7208], [-6.8311, -1.6453, -0.3943], [-5.2404, -0.9238, -0.3475], [-6.6661, 0.1047, -0.6276], [-8.0711, 0.8315, 2.9863], [-7.5723, 1.6727, 1.5003], [-6.4944, 1.5875, 2.9180], [-6.5734, -2.7190, 2.7305], [-6.0993, -1.4970, 3.9302], [-4.9361, -2.0790, 2.7037], [-0.8346, 4.9025, 0.6215], [-0.4922, 5.3287, -1.0633], [0.6109, 5.8228, 0.2057], [0.4535, 2.6299, 1.9791], [2.1248, 3.2076, 1.8827], [1.7164, 1.6410, 1.2032], [2.2362, 4.1805, -2.3026], [2.9201, 2.6898, -1.6123], [3.2510, 4.2516, -0.8645], [-3.0482, 4.0254, -3.3757], [-1.9595, 4.8203, -4.5106], [-1.5885, 4.8385, -2.7975], [-2.9877, 1.1051, -4.1362], [-1.5380, 0.4294, -4.8934], [-2.4380, 1.7114, -5.6967], [1.1612, 3.6871, -4.2890], [0.4773, 3.0637, -5.7866], [1.2059, 1.9526, -4.6259]],
  "atomic_forces_ev_per_a": [[0.050, 0.007, -0.264], [0.017, -0.019, -0.013], [0.027, 0.081, -0.015], [-0.024, 0.032, -0.083], [-0.006, 0.007, 0.018], [-0.008, -0.142, 0.043], [0.004, 0.017, -0.012], [0.060, 0.064, 0.026], [0.120, 0.055, 0.050], [-0.039, 0.107, -0.095], [0.059, -0.025, -0.006], [-0.052, 0.033, 0.035], [0.010, -0.033, -0.014], [-0.014, 0.020, 0.031], [-0.020, -0.074, 0.021], [-0.028, 0.031, 0.002], [0.039, -0.001, -0.082], [0.008, 0.026, -0.017], [-0.001, 0.004, -0.015], [0.020, -0.021, -0.025], [-0.015, -0.006, 0.098], [-0.260, -0.102, -0.090], [0.342, 0.036, -0.063], [-0.019, -0.028, 0.207], [-0.017, 0.033, -0.013], [0.006, 0.023, -0.003], [0.015, 0.007, -0.018], [-0.001, 0.013, 0.003], [0.002, 0.001, 0.003], [0.003, -0.009, -0.002], [-0.015, 0.002, 0.011], [-0.006, -0.013, 0.020], [0.010, 0.005, -0.007], [-0.005, 0.004, 0.008], [-0.026, -0.017, 0.039], [0.009, -0.001, -0.023], [-0.001, -0.012, 0.023], [0.032, -0.023, 0.036], [-0.016, 0.031, -0.024], [-0.060, 0.183, 0.056], [-0.022, -0.081, 0.017], [0.008, -0.046, 0.035], [0.005, 0.003, -0.003], [-0.002, -0.002, 0.000], [-0.007, -0.002, -0.005], [-0.007, 0.014, -0.014], [0.007, 0.014, -0.004], [-0.025, 0.034, -0.017], [-0.009, 0.012, -0.007], [0.125, -0.031, -0.058], [-0.086, -0.054, 0.018], [-0.043, -0.016, -0.028], [0.042, 0.003, 0.013], [0.044, -0.019, 0.011], [-0.054, 0.033, -0.017], [0.016, -0.005, 0.027], [0.002, 0.012, 0.003], [0.001, -0.003, -0.009], [-0.002, -0.006, 0.009], [-0.005, -0.001, -0.008], [0.029, 0.003, -0.001], [-0.076, -0.046, -0.102], [-0.030, 0.095, -0.053], [-0.060, -0.044, 0.034], [-0.002, 0.027, 0.016], [-0.373, -0.213, 0.245], [0.168, -0.257, -0.199], [-0.022, -0.013, -0.007], [-0.073, 0.177, 0.109], [0.028, 0.120, -0.020], [0.323, -0.179, 0.033], [-0.018, -0.012, 0.053], [-0.084, 0.121, -0.049], [-0.047, 0.091, -0.062], [-0.007, -0.015, 0.022], [-0.025, 0.021, 0.122], [-0.005, -0.003, -0.004], [0.015, -0.006, 0.024], [0.015, 0.016, 0.009], [0.002, -0.010, 0.014], [0.005, -0.004, -0.019], [0.007, -0.016, 0.003], [-0.002, -0.015, -0.007], [-0.004, -0.009, 0.012], [0.043, 0.046, 0.000], [-0.005, 0.006, 0.031], [-0.016, 0.004, -0.004], [0.004, 0.003, 0.009], [0.015, -0.016, 0.010], [-0.004, 0.014, 0.002], [-0.018, 0.005, 0.029], [-0.006, 0.013, 0.020], [-0.009, -0.007, 0.005], [-0.011, -0.005, -0.019], [0.015, 0.032, -0.042], [-0.008, -0.004, 0.011], [0.041, -0.075, -0.030], [0.004, 0.008, -0.003], [0.009, 0.002, 0.010], [-0.022, 0.002, -0.006], [0.015, -0.015, -0.005]]
}

***

{
  "formula": "CClN4O2S",
  "method": "ωB97M-V with the def2-TZVPD basis set",
  "charge": -1,
  "multiplicity": 1,
  "largest_force_ha_per_bohr": 0.070,
  "smiles": "O=[S@]([O-])(Cl)=C1N=NN=N1",
  "relative_energy_kcal_mol": 6.89,
  "homo_energy_ev": -5.95,
  "species": ["O", "S", "O", "Cl", "C", "N", "N", "N", "N"],
  "coordinates": [[1.5859, -2.1963, 0.8876], [1.3127, -1.2127, -0.1403], [0.6047, -1.5967, -1.3561], [3.1384, -0.3992, -0.5960], [0.1088, 0.1954, 0.3371], [-1.0039, -0.1286, 0.9818], [-1.7983, 0.8497, 0.5811], [-1.1606, 1.6812, -0.2083], [0.0746, 1.2546, -0.4529]],
  "atomic_forces_ev_per_a": [[-0.043, 0.953, -0.853], [-3.603, 0.243, 0.245], [1.871, -0.268, 0.847], [-0.073, 0.188, -0.117], [2.527, -1.997, -0.419], [0.804, -0.160, -0.500], [-0.660, 0.881, 0.496], [-0.740, 0.519, -0.585], [-0.083, -0.360, 0.885]]
}